# 1
DFT (ωB97M-V/def2-TZVPD) results for the molecule C3H3NO3 at a distorted geometry.

XYZ file:
```
10
Properties=species:S:1:pos:R:3:forces:R:3
C -1.9374 -0.1445 -0.1399 0.24 0.25 -0.26
C -0.6683 0.1256 -0.4135 2.49 -1.80 1.95
C 0.7157 -0.5700 0.3957 -4.84 0.91 -1.48
N 1.8208 0.4031 0.2330 2.57 -0.18 -0.04
O 0.7890 -1.6057 0.9543 0.47 0.63 -0.13
O 2.3475 0.9277 1.1987 -0.90 -0.28 -0.81
O 2.2060 0.4528 -0.9322 -0.51 0.33 0.82
H -2.6415 0.4711 -0.7460 0.17 -0.89 0.78
H -2.2612 -0.8930 0.6057 0.11 0.64 -0.56
H -0.3707 0.8328 -1.1557 0.20 0.39 -0.27
```
Positions in Å, forces in eV/Å.

SMILES   C=CC(=O)[N+](=O)[O-]
E_LUMO   -0.87 eV
Kohn-Sham gap   10.0 eV
Relative energy (zero: lowest compared OMol25 entry of this formula, charge and spin)   519.5 kJ/mol
E   -396.42656 Ha

# 2
DFT (ωB97M-V/def2-TZVPD) results for a cluster of 2 separate species, CH4N4O in total at a distorted geometry.

XYZ file:
```
10
Properties=species:S:1:pos:R:3:forces:R:3
C 1.9492 0.0415 0.0603 0.26 -0.98 0.17
N -3.1709 -0.0830 -0.1305 -3.46 -0.35 -0.22
N -2.0289 0.2247 -0.0184 2.48 0.88 0.20
N 0.9683 -0.7370 0.1816 0.12 -1.00 0.10
N -1.0409 0.7342 0.1213 -0.39 0.47 0.03
O 1.7579 1.3150 -0.2145 -0.10 1.08 -0.20
H 3.0122 -0.2136 0.1487 -0.19 0.10 0.01
H -3.4354 -1.0346 -0.3298 0.61 -0.33 0.00
H 1.1988 -1.6981 0.4094 0.41 0.15 -0.05
H 0.7896 1.4508 -0.2282 0.27 -0.01 -0.02
```
Positions in Å, forces in eV/Å.

E_LUMO   1.07 eV
Kohn-Sham gap   10.9 eV
Relative energy (zero: lowest compared OMol25 entry of this formula, charge and spin)   94.1 kJ/mol
E   -334.68396 Ha